No. 1
Density functional theory data (ωB97M-V/def2-TZVPD) for a cluster of 2 separate species, C4H9N3O3 in total.

Geometry as XYZ:
```
19
Properties=species:S:1:pos:R:3
H -1.003 1.436 1.318
N -0.915 1.442 0.306
C -1.303 0.356 -0.243
N -1.491 0.280 -1.579
C -1.671 -1.042 0.476
N -1.380 -1.060 1.803
O -2.614 -1.654 0.011
H -2.190 -0.377 -1.889
H -1.319 1.094 -2.146
H -0.443 -0.917 2.141
H -1.987 -1.601 2.399
C 2.334 0.438 -1.066
C 2.035 -0.301 0.210
O 2.369 -1.445 0.464
O 1.405 0.375 1.179
H 1.606 0.153 -1.823
H 3.320 0.152 -1.426
H 2.313 1.518 -0.935
H 0.936 1.153 0.801
```

## Properties
SMILES string: [H]/N=C(/N)C(N)=O.CC(=O)O
Molar mass: 147.1 g mol⁻¹
Gap between HOMO and LUMO: 0.3716 Ha
Charge: 0
E: -14907.21502 eV

***

No. 2
Density functional theory data (ωB97M-V/def2-TZVPD) for a cluster of 2 separate species, C4H9N3O3 in total.

Geometry as XYZ:
```
19
Properties=species:S:1:pos:R:3
C -0.352 -1.150 -1.472
C -0.331 1.928 0.574
C 0.509 -1.609 1.240
C 0.520 -0.373 0.368
N 0.624 -1.510 -2.285
N -1.492 2.635 0.595
N -0.479 0.580 0.717
O -1.552 -1.168 -1.560
O 0.761 2.472 0.460
O 1.753 0.098 0.046
H 1.240 -2.316 0.860
H -0.477 -2.067 1.229
H 0.767 -1.356 2.268
H 1.573 -1.361 -1.980
H 0.454 -1.912 -3.199
H -2.387 2.197 0.719
H -1.430 3.636 0.654
H -1.413 0.196 0.661
H 1.712 1.082 0.105
```

## Properties
Molar mass: 147.1 g mol⁻¹
Gap between HOMO and LUMO: 0.2990 Ha
Charge: 0
E: -14906.86481 eV

***

No. 3
Density functional theory data (ωB97M-V/def2-TZVPD) for a cluster of 2 separate species, C4H9N3OP in total.

Geometry as XYZ:
```
18
Properties=species:S:1:pos:R:3
C 4.057 -0.292 0.008
C -0.640 -0.522 -0.949
C 0.254 1.400 0.185
C -1.724 0.211 1.043
N 4.827 -0.514 0.896
N -0.673 0.358 0.097
N -1.584 -1.405 -1.196
O 3.279 -0.272 -0.825
P 1.474 1.827 -0.850
H 0.051 1.964 1.104
H -1.449 -0.545 1.837
H -1.923 1.071 1.643
H -2.717 -0.081 0.668
H 5.374 -0.036 1.521
H -1.460 -2.268 -1.669
H -2.584 -1.289 -1.093
H 1.642 3.139 -0.094
H 0.336 -0.543 -1.399
```

## Properties
Molar mass: 146.1 g mol⁻¹
Gap between HOMO and LUMO (alpha / beta): 0.2992 / 0.2991 Ha
Charge: +1
E: -20091.92723 eV

***

No. 4
Density functional theory data (ωB97M-V/def2-TZVPD) for the molecule C4H9N3S.

Geometry as XYZ:
```
17
Properties=species:S:1:pos:R:3
C -1.057 -0.943 -2.114
C -1.329 0.406 -1.847
N -0.730 1.054 -0.616
C 0.020 0.611 0.520
C 0.067 -0.816 0.949
N 1.349 -1.283 0.589
N 0.624 1.594 1.036
S 1.162 1.052 2.662
H -0.368 -1.417 -1.454
H -1.528 -1.605 -2.916
H -1.905 0.879 -2.566
H -0.867 2.111 -0.555
H -0.807 -1.375 0.466
H -0.172 -0.750 2.025
H 1.655 -0.861 -0.242
H 2.055 -0.900 1.236
H 1.831 2.242 2.827
```

## Properties
SMILES string: C=CN/C(CN)=N/S
Molar mass: 131.2 g mol⁻¹
Gap between HOMO and LUMO: 0.3293 Ha
Charge: 0
E: -19596.57196 eV

***

No. 5
Density functional theory data (ωB97M-V/def2-TZVPD) for the molecule C4H9N3S.

Geometry as XYZ:
```
17
Properties=species:S:1:pos:R:3
C -2.542 1.338 0.793
N -1.416 1.069 0.261
S -0.030 0.926 1.313
C 1.177 0.388 0.094
C 1.054 -1.031 -0.431
C 1.527 -2.130 0.386
N 0.418 -1.297 -1.542
N -0.097 -0.199 -2.262
H -2.683 1.481 1.860
H -3.400 1.439 0.076
H 2.112 0.318 0.675
H 1.191 1.037 -0.772
H 1.086 -2.256 1.384
H 2.623 -2.082 0.457
H 1.267 -3.021 -0.181
H -0.703 0.397 -1.702
H -0.646 -0.529 -3.061
```

## Properties
SMILES string: C=NSC/C(C)=N\N
Molar mass: 131.2 g mol⁻¹
Gap between HOMO and LUMO: 0.3375 Ha
Charge: 0
E: -19597.38746 eV

***

No. 6
Density functional theory data (ωB97M-V/def2-TZVPD) for the molecule C4H9N3S.

Geometry as XYZ:
```
17
Properties=species:S:1:pos:R:3
H -2.391 1.016 0.148
N -2.587 0.066 -0.152
C -1.531 -0.574 -0.400
N -1.461 -1.887 -0.806
C -0.152 0.010 -0.292
S 1.063 -0.326 -1.335
N -0.055 0.791 0.775
C 1.119 1.503 1.181
C 2.041 0.623 2.017
H -0.660 -2.039 -1.425
H -2.372 -2.124 -1.262
H -0.882 0.785 1.370
H 1.630 1.906 0.299
H 0.690 2.323 1.788
H 2.973 1.131 2.308
H 1.584 0.326 2.941
H 2.278 -0.276 1.436
```

## Properties
SMILES string: [H]/N=C(/N)C(=S)NCC
Molar mass: 131.2 g mol⁻¹
Gap between HOMO and LUMO: 0.3301 Ha
Charge: 0
E: -19599.63626 eV

***

No. 7
Density functional theory data (ωB97M-V/def2-TZVPD) for the molecule C4H9N3S.

Geometry as XYZ:
```
17
Properties=species:S:1:pos:R:3
H -1.802 -0.233 -2.801
N -1.933 -0.298 -1.806
C -0.897 0.238 -1.290
N 0.149 0.914 -1.954
S 1.271 1.744 -0.917
C 0.251 1.401 0.504
C -0.471 0.100 0.183
N 0.284 -1.141 0.353
C 0.693 -1.510 1.695
H -0.187 1.390 -2.785
H -0.497 2.187 0.622
H 0.906 1.269 1.377
H -1.343 0.003 0.860
H 1.069 -1.210 -0.275
H -0.144 -1.720 2.335
H 1.345 -2.391 1.697
H 1.307 -0.743 2.201
```

## Properties
SMILES string: [H]/N=C1\NSC[C@@H]1NC
Molar mass: 131.2 g mol⁻¹
Gap between HOMO and LUMO: 0.3326 Ha
Charge: 0
E: -19598.52107 eV

***

No. 8
Density functional theory data (ωB97M-V/def2-TZVPD) for a cluster of 2 separate species, C4H9N3S in total.

Geometry as XYZ:
```
17
Properties=species:S:1:pos:R:3
C 0.534 0.752 1.410
C -1.729 -1.256 0.543
C -0.522 -1.017 -0.337
C 0.559 -0.125 0.394
N 0.608 1.495 2.307
N 2.406 -1.264 -0.679
N 1.834 -0.390 0.067
S -0.657 2.480 -0.758
H -2.234 -0.271 0.748
H -1.436 -1.654 1.529
H -2.578 -1.936 0.174
H -0.818 -0.627 -1.354
H 0.174 -1.974 -0.597
H -0.855 3.872 -0.798
H 3.320 -1.020 -0.970
H 2.417 0.434 0.410
H -1.024 2.504 -2.092
```

## Properties
Molar mass: 131.2 g mol⁻¹
Gap between HOMO and LUMO: 0.3083 Ha
Charge: 0
E: -19595.81042 eV

***

No. 9
Density functional theory data (ωB97M-V/def2-TZVPD) for the ion C4H9N4 with charge +1.

Geometry as XYZ:
```
17
Properties=species:S:1:pos:R:3
C 0.037 0.886 1.444
C 0.871 -1.344 0.592
C 0.292 -1.067 -0.599
C -0.734 2.414 -0.251
N -0.176 0.229 -0.749
N -0.362 1.187 0.300
N 0.910 -2.017 1.657
N 0.241 -1.893 -1.686
H 0.112 1.876 1.883
H -0.002 2.826 -0.888
H -1.577 2.170 -0.845
H -0.971 3.193 0.514
H -0.757 0.277 -1.512
H 1.620 -2.116 2.385
H -0.020 -2.414 1.982
H 0.083 -2.852 -1.656
H 0.434 -1.357 -2.572
```

## Properties
Molar mass: 113.1 g mol⁻¹
Gap between HOMO and LUMO: 0.3460 Ha
Charge: +1
E: -10242.54965 eV

***

No. 10
Density functional theory data (ωB97M-V/def2-TZVPD) for the ion C4H9N4 with charge +1.

Geometry as XYZ:
```
17
Properties=species:S:1:pos:R:3
C 1.875 0.267 0.492
C -0.309 0.503 -0.445
C 1.169 -1.965 -0.499
C 1.197 -0.442 -0.620
N 2.290 0.697 1.480
N -1.040 -0.081 0.446
N -0.363 1.659 -1.061
N -2.124 0.541 1.288
H 0.622 -2.277 0.518
H 2.167 -2.327 -0.418
H 0.796 -2.562 -1.351
H 1.634 -0.125 -1.559
H 0.238 2.096 -1.771
H -1.183 2.247 -1.055
H -2.933 -0.175 1.047
H -1.800 0.423 2.318
H -2.236 1.522 1.189
```

## Properties
Molar mass: 113.1 g mol⁻¹
Gap between HOMO and LUMO (alpha / beta): 0.2114 / 0.2561 Ha
Charge: +1
E: -10239.67845 eV
Multiplicity: 3

***

No. 11
Density functional theory data (ωB97M-V/def2-TZVPD) for the ion C4H9N4O with charge +1.

Geometry as XYZ:
```
18
Properties=species:S:1:pos:R:3
C -0.982 -1.209 -0.930
C -2.053 -0.727 -0.210
N -2.307 0.572 -0.130
C -1.411 1.438 0.105
N -0.166 1.083 0.532
C 0.465 -0.152 0.278
N 0.790 -0.903 1.344
O 1.350 -0.167 -0.760
N 2.354 0.855 -0.539
H -0.755 -2.261 -0.920
H -0.640 -0.663 -1.795
H -2.694 -1.374 0.378
H -1.657 2.490 0.099
H 0.410 1.780 0.988
H 1.423 -1.674 1.207
H 0.255 -0.869 2.198
H 2.377 1.419 -1.386
H 3.241 0.362 -0.457
```

## Properties
SMILES string: C=C/N=C\NC(=[NH2+])ON
Molar mass: 129.1 g mol⁻¹
Gap between HOMO and LUMO: 0.3151 Ha
Charge: +1
E: -12291.89317 eV

***

No. 12
Density functional theory data (ωB97M-V/def2-TZVPD) for the ion C4H9N4O with charge +1.

Geometry as XYZ:
```
18
Properties=species:S:1:pos:R:3
C 1.844 1.001 -0.213
C -1.670 0.487 -0.019
C 1.495 -1.407 0.449
C -0.016 -1.245 0.112
N 2.276 -0.136 0.237
N -0.592 0.015 0.428
N -2.578 0.260 -1.047
N 1.757 2.000 -0.771
O -2.058 1.683 0.478
H 1.586 -1.726 1.523
H 2.035 -2.171 -0.178
H -0.252 -1.431 -0.866
H -0.452 -2.133 0.639
H 3.067 -0.066 0.871
H -2.764 -0.565 -1.547
H -3.437 0.697 -0.741
H 1.286 2.877 -0.644
H -1.527 1.861 1.289
```

## Properties
Molar mass: 129.1 g mol⁻¹
Gap between HOMO and LUMO (alpha / beta): 0.1830 / 0.2391 Ha
Charge: +1
E: -12288.61400 eV
Multiplicity: 3